(1)
{"formula": "C14H26Br8F3IN5O2S", "method": "ωB97M-V with the def2-TZVPD basis set", "total_charge": 1, "species": ["I", "Br", "Br", "Br", "Br", "Br", "Br", "Br", "Br", "S", "F", "F", "F", "O", "O", "N", "N", "N", "N", "N", "C", "C", "C", "C", "C", "C", "C", "C", "C", "C", "C", "C", "C", "C", "H", "H", "H", "H", "H", "H", "H", "H", "H", "H", "H", "H", "H", "H", "H", "H", "H", "H", "H", "H", "H", "H", "H", "H", "H", "H"], "xyz": [[-1.4649, -3.9105, -0.1221], [-5.9482, 1.5338, 4.1047], [-2.9823, 1.9819, 1.9548], [3.3690, 0.7475, 5.8556], [0.1605, 0.1532, -4.8391], [3.6049, -3.7620, -0.2458], [7.2740, -3.8924, -0.5741], [2.0097, -0.1292, 2.5426], [3.7472, -0.2310, -5.5330], [0.5256, 1.8716, 0.5511], [3.1334, 1.6929, 0.1773], [1.9064, 1.2738, -1.5473], [2.1584, -0.2463, -0.0367], [0.8010, 3.2700, 0.5836], [0.0669, 1.3763, 1.8071], [-2.4632, 1.3457, -2.8149], [-2.3310, 0.4571, -1.7411], [-0.5803, 1.6461, -0.6909], [-1.5556, -0.3741, 0.1362], [-3.0156, -0.6880, -1.4714], [-3.0069, -2.4461, 0.2364], [1.5894, 1.4872, -4.7960], [-3.3050, -2.3761, 1.7278], [3.8389, -0.2500, 3.2156], [-4.5340, -1.4733, 2.0286], [-2.4976, -1.1679, -0.3215], [6.0258, -2.5242, -1.1558], [-5.5424, 2.9411, 2.8283], [2.5732, 1.2683, -5.9129], [-1.4578, 0.6178, -0.7519], [-4.8546, 2.3997, 1.6033], [2.0777, 1.0538, -0.2374], [3.8777, -0.6923, 4.6546], [4.9145, -2.3274, -0.1591], [2.0930, 1.0633, -6.8642], [-0.5538, 2.3328, -1.4338], [-3.9051, -2.7177, -0.3191], [5.6614, -2.8229, -2.1334], [2.0498, 1.4249, -3.8188], [4.3607, -1.4179, -0.3822], [4.3395, -0.9825, 2.5844], [-3.2443, 1.0717, -3.4041], [4.8905, -0.9651, 4.9423], [-6.5032, 3.3757, 2.5624], [-2.4328, -2.1231, 2.3290], [-5.3178, 1.4904, 1.2321], [-3.7548, -1.0619, -2.0467], [-5.3762, -2.0987, 2.3221], [-1.6325, 1.2122, -3.4035], [1.0921, 2.4489, -4.9057], [5.2731, -2.2927, 0.8647], [-3.5839, -3.3893, 2.0262], [4.2885, 0.7261, 3.0625], [-4.9432, 3.6787, 3.3519], [-4.8179, -0.9301, 1.1232], [-4.3067, -0.7956, 2.8476], [-4.8401, 3.1499, 0.8151], [6.6159, -1.6149, -1.2496], [3.2247, 2.1331, -6.0138], [3.2084, -1.5225, 4.8549]], "forces_ev_per_angstrom": [[-0.2, 0.1, -0.2], [0.1, 0.0, 0.0], [-0.2, 0.0, 0.0], [-0.1, 0.0, 0.0], [0.0, 0.0, 0.2], [0.0, 0.0, 0.1], [-0.1, 0.0, 0.0], [1.1, -0.5, 2.3], [-0.1, 0.0, 0.0], [0.0, 1.9, 2.1], [0.3, 0.0, 0.1], [0.2, 0.0, -0.2], [0.0, 0.3, -1.4], [0.4, -0.2, -1.4], [-0.8, -0.8, -1.6], [0.2, -0.3, -0.4], [0.2, 0.8, -0.3], [-0.1, -0.2, 0.0], [0.4, -0.3, 0.0], [0.3, -0.1, 0.2], [0.5, 0.3, 0.4], [-0.1, 0.2, -0.2], [-0.9, -0.4, 0.3], [-0.1, -0.4, -0.2], [0.6, -0.5, -0.1], [-0.5, -0.1, -0.4], [0.3, 0.0, 0.1], [-0.2, -0.1, 0.1], [0.2, -0.2, 0.1], [-0.2, -0.5, 0.5], [0.2, 0.2, 0.0], [-1.1, -0.1, 0.1], [0.1, 0.2, 0.2], [-0.2, 0.0, -0.1], [0.0, 0.0, 0.0], [-0.1, 0.1, 0.1], [0.1, -0.3, 0.0], [-0.1, 0.0, 0.0], [0.0, -0.1, 0.0], [0.0, 0.0, 0.0], [0.0, 0.0, 0.1], [-0.2, 0.1, 0.3], [0.0, 0.0, -0.1], [0.0, 0.0, 0.0], [0.1, 0.2, -0.3], [-0.1, 0.0, 0.1], [0.1, 0.1, -0.1], [-0.1, 0.1, 0.0], [-0.1, -0.1, -0.1], [0.0, 0.0, -0.1], [0.1, 0.0, 0.0], [0.2, 0.0, 0.0], [0.0, 0.0, 0.1], [0.0, 0.0, 0.0], [-0.1, 0.3, 0.2], [-0.2, 0.2, -0.2], [0.0, 0.0, 0.0], [0.0, 0.0, 0.0], [-0.1, 0.0, 0.0], [0.0, 0.0, -0.1]]}

=====

(2)
{"formula": "C14H26CdO8S4", "method": "ωB97M-V with the def2-TZVPD basis set", "e_above_lowest_kcal_mol": 38.67, "species": ["Cd", "S", "S", "S", "S", "O", "O", "O", "O", "O", "O", "O", "O", "C", "C", "C", "C", "C", "C", "C", "C", "C", "C", "C", "C", "C", "C", "H", "H", "H", "H", "H", "H", "H", "H", "H", "H", "H", "H", "H", "H", "H", "H", "H", "H", "H", "H", "H", "H", "H", "H", "H", "H"], "xyz": [[-0.1939, 0.0423, -0.2328], [2.6851, -1.4303, -1.1719], [0.8842, 0.2551, 3.0138], [-2.5494, 2.5341, 0.6797], [1.4769, 2.8472, -0.4704], [-1.5420, 1.4912, 0.2927], [-0.9227, -0.8909, -1.8842], [0.7621, 1.6695, -1.0692], [1.5674, -1.0699, -0.2267], [-1.2368, -1.4744, 0.7239], [-4.0006, -4.1489, -3.0612], [0.5323, 0.6104, 1.5695], [-4.3995, -4.7222, -0.3515], [-2.4986, 3.7719, -0.6739], [-3.5626, -3.8837, -0.7063], [-3.3892, -3.5254, -2.1741], [3.3636, -3.0358, -0.6406], [-2.4776, -2.5473, -2.5629], [-0.7178, 0.3100, 3.8643], [-1.8937, -2.1801, -0.0972], [2.2167, 3.7552, -1.8930], [1.0450, -1.5691, 2.9756], [-1.6965, 3.6114, 1.8716], [1.9311, -2.0606, -2.6945], [-2.7927, -3.1985, 0.2352], [-1.7215, -1.8415, -1.6343], [3.0448, 2.2657, 0.1635], [-2.3666, -2.2708, -3.6023], [-2.7854, 4.7190, -0.2080], [1.4853, -1.1979, -3.1834], [2.5554, 2.9424, -2.5378], [2.7373, -3.8563, -0.9861], [3.7003, 1.9732, -0.6641], [-2.9739, -3.3860, 1.2868], [-3.2007, 3.5258, -1.4614], [3.6125, 2.9876, 0.7490], [3.4883, -3.0772, 0.4389], [-1.4505, 3.9064, -0.9260], [1.4625, 4.3111, -2.4483], [-0.8328, 4.0519, 1.3858], [-0.7486, -0.4023, 4.6899], [-1.4229, 2.9409, 2.6832], [2.9292, 1.3398, 0.7254], [-0.7017, 1.2420, 4.4432], [3.0294, 4.4314, -1.6381], [-1.5693, 0.2962, 3.1926], [1.2322, -2.8725, -2.4899], [0.9193, -1.9721, 3.9828], [0.3309, -2.0520, 2.3081], [-2.3847, 4.3718, 2.2379], [4.3450, -3.1630, -1.1012], [2.0491, -1.8527, 2.6586], [2.6466, -2.5220, -3.3806]], "forces_ev_per_angstrom": [[-0.9, -1.1, -1.4], [0.1, -0.8, -0.3], [-1.3, -1.6, -1.3], [0.5, 0.5, -0.7], [0.2, 0.7, -0.1], [-2.6, 2.4, 0.9], [-0.1, -0.3, -2.2], [1.9, 2.4, -1.4], [2.7, -1.7, -0.3], [-0.6, -1.1, 1.3], [0.0, 0.2, 1.2], [2.1, 1.5, 4.1], [0.4, 0.3, -0.6], [-0.2, 0.4, 1.3], [-1.4, -1.0, 0.4], [-1.0, -1.9, -2.1], [0.1, -0.1, -0.2], [2.0, 2.2, 0.9], [0.6, 0.9, 1.4], [-1.6, -1.5, -1.3], [-0.5, -0.7, -0.2], [0.5, -0.2, 0.4], [-0.4, -0.5, -0.1], [0.1, -0.1, -0.2], [1.9, 1.9, 0.8], [-1.4, -1.2, 0.7], [1.1, -0.9, -0.4], [-0.1, -0.2, -0.1], [-0.3, -0.1, -0.1], [-0.4, -0.2, 0.0], [0.2, 0.1, 0.0], [-0.2, 0.1, 0.2], [-0.2, 0.1, -0.2], [0.0, -0.1, 0.0], [0.3, -0.2, -0.2], [-0.5, 0.3, 0.1], [-0.1, 0.2, 0.0], [0.0, -0.4, -0.5], [-0.2, -0.1, 0.3], [0.2, 0.0, 0.1], [-0.1, -0.5, -0.5], [0.2, 0.1, 0.1], [-0.6, 0.2, 0.2], [-0.2, 0.2, -0.5], [0.0, -0.2, 0.4], [0.2, -0.4, -0.3], [-0.4, 0.5, 0.3], [0.0, 0.2, 0.1], [-0.3, 0.5, -0.2], [0.0, 0.0, -0.1], [0.0, 0.2, 0.0], [0.0, 0.4, -0.1], [0.5, 0.4, 0.3]]}

=====

(3)
{"formula": "C14H26F5NO6PS", "method": "ωB97M-V with the def2-TZVPD basis set", "total_charge": -1, "species": ["S", "P", "F", "F", "F", "F", "F", "O", "O", "O", "O", "O", "O", "N", "C", "C", "C", "C", "C", "C", "C", "C", "C", "C", "C", "C", "C", "C", "H", "H", "H", "H", "H", "H", "H", "H", "H", "H", "H", "H", "H", "H", "H", "H", "H", "H", "H", "H", "H", "H", "H", "H", "H", "H"], "xyz": [[3.9305, -0.0839, 1.3064], [2.1256, -1.0459, 0.5403], [4.7235, 2.3040, 2.2799], [2.8154, 2.4147, 0.9602], [1.2726, 2.2595, 2.9775], [2.3223, 0.2966, 3.7880], [3.1066, 2.3728, 4.3369], [-3.4994, -1.3617, -1.0833], [4.6454, -0.9134, 2.3712], [-1.7435, -1.1373, 4.7878], [4.8696, 0.1684, 0.1280], [-2.5878, 1.7142, -5.7434], [2.5840, -0.7062, -1.1606], [0.2781, 0.0118, -2.1871], [2.5211, 1.6099, 3.2644], [2.9310, -2.7730, 0.4970], [-5.3574, -0.2369, -2.0498], [-1.0500, 1.1428, -7.4664], [2.5080, -3.6848, -0.7620], [-1.4465, 1.4008, -6.0362], [-3.1722, 0.9691, -1.4240], [1.3964, -0.3189, -1.8373], [-2.3234, 0.9767, 5.7070], [-0.1253, -0.2341, 6.2765], [-0.3798, 1.2566, -4.9848], [-3.9643, -0.3099, -1.4807], [3.4868, 1.6242, 1.9681], [-1.4273, -0.2194, 5.5206], [-0.3192, -0.2018, 7.3512], [-2.1890, 0.7681, -0.9924], [1.6215, -1.3441, 1.8573], [1.9193, -4.6124, -0.3913], [-3.6886, 1.6977, -0.7945], [0.4295, 1.9649, -5.1769], [3.4850, -4.1121, -1.2114], [1.4490, 0.2433, 0.5816], [2.5947, -3.3258, 1.4554], [4.0803, -2.7236, 0.5476], [0.4165, -1.1540, 6.0462], [-1.9186, 1.2836, -8.1141], [-5.3180, 0.1082, -3.0854], [-5.9696, 0.4389, -1.4484], [0.0038, 0.2345, -4.9822], [-2.6145, 1.0632, 6.7564], [-5.8096, -1.2312, -2.0289], [0.8810, -1.5905, -0.0035], [-3.0370, 1.3670, -2.4324], [-3.2247, 0.8512, 5.1028], [-0.6959, 0.1153, -7.5742], [-0.2705, 1.8456, -7.7684], [1.8596, -3.1548, -1.5427], [0.4887, 0.6179, 5.9763], [-1.8069, 1.8824, 5.3814], [-0.8067, 1.4714, -4.0038]], "forces_ev_per_angstrom": [[6.6, -2.3, -1.2], [-5.3, -2.4, 0.4], [-3.1, -1.6, -0.6], [1.8, -1.9, 2.4], [3.1, -2.2, 0.9], [0.1, 3.7, -1.6], [-1.5, -1.9, -2.6], [-0.4, 0.5, -0.2], [-2.2, 2.6, -1.6], [0.1, 0.5, 0.5], [-2.4, 0.3, 2.9], [0.5, -0.2, -0.3], [-3.8, 1.8, -3.8], [5.8, -1.6, 1.4], [-0.6, 0.8, 2.1], [1.3, -1.2, -0.1], [-0.2, -0.4, 0.0], [-0.4, 0.1, -0.3], [0.4, -0.7, 0.4], [-0.5, 0.2, 0.4], [0.4, -0.2, 0.2], [-1.1, 0.3, 1.4], [-0.3, 0.0, -0.2], [0.1, -0.3, -0.1], [-0.4, 0.2, 0.1], [0.5, -0.7, 0.3], [0.3, 2.9, -0.3], [-0.2, -0.7, -0.6], [0.1, 0.2, 0.0], [-0.1, 0.0, -0.1], [0.6, 0.6, 0.2], [0.8, 1.6, -0.6], [-0.1, 0.1, -0.2], [0.1, -0.2, -0.1], [-1.7, 0.8, 0.3], [0.7, 0.1, 0.0], [0.5, 1.2, -1.4], [-1.7, -0.1, -0.1], [-0.1, 0.1, 0.0], [0.1, 0.0, 0.1], [-0.1, 0.2, 0.1], [0.0, 0.1, -0.2], [0.2, 0.1, 0.0], [0.1, 0.2, 0.0], [0.1, 0.1, 0.0], [0.4, -0.1, 0.4], [-0.1, 0.1, 0.1], [0.1, 0.0, 0.1], [0.2, 0.1, 0.0], [0.1, -0.2, 0.0], [1.1, -0.7, 1.1], [0.0, 0.0, 0.2], [0.0, 0.0, 0.2], [0.1, -0.1, -0.2]]}

=====

(4)
{"formula": "C14H26OSSb2Tl", "method": "ωB97M-V with the def2-TZVPD basis set", "total_charge": 1, "species": ["Tl", "Sb", "Sb", "S", "O", "C", "C", "C", "C", "C", "C", "C", "C", "C", "C", "C", "C", "C", "C", "H", "H", "H", "H", "H", "H", "H", "H", "H", "H", "H", "H", "H", "H", "H", "H", "H", "H", "H", "H", "H", "H", "H", "H", "H", "H"], "xyz": [[0.3015, 1.1893, -2.8004], [-1.5716, -0.9813, -1.2351], [1.9238, 0.8439, -0.0072], [-1.8186, 3.9659, -1.1605], [-0.9079, 2.7597, -1.1983], [0.3109, -3.9293, 0.1467], [4.0276, 0.4995, -0.0507], [-3.0150, 3.6085, 0.1229], [-0.8999, 5.2324, -0.2894], [-1.1160, -1.9519, 0.6373], [1.4040, -1.9752, 1.0357], [1.9117, 2.6079, 1.1980], [0.2291, -2.6159, 0.6119], [-3.5731, -0.3980, -0.7538], [1.4219, -0.5650, 1.5477], [-2.0090, -2.7476, -2.3492], [2.6090, -2.6769, 0.9797], [2.6759, -3.9756, 0.5051], [1.5162, -4.6074, 0.0835], [0.8903, 2.8140, 1.5140], [-4.0621, 0.0344, -1.6251], [-1.9031, -2.6928, 0.7834], [-1.2166, -1.2107, 1.4287], [-1.0939, -3.3111, -2.5216], [-1.5503, 6.0913, -0.1273], [0.4718, -0.2533, 1.9784], [-3.6405, 2.7945, -0.2385], [3.6240, -4.4958, 0.4809], [4.5108, 1.2644, -0.6563], [2.1844, -0.4455, 2.3187], [-2.4940, 3.3146, 1.0332], [1.5466, -5.6272, -0.2757], [-0.5331, 4.8350, 0.6557], [-0.6003, -4.4340, -0.1541], [2.2828, 3.4525, 0.6193], [2.5396, 2.4734, 2.0774], [4.2290, -0.4760, -0.4894], [-0.0688, 5.5223, -0.9292], [-4.1419, -1.2647, -0.4200], [-3.6287, 4.4927, 0.2914], [-2.7174, -3.3666, -1.7998], [-3.5518, 0.3409, 0.0464], [-2.4420, -2.4763, -3.3107], [3.5116, -2.1932, 1.3363], [4.4331, 0.5341, 0.9597]], "forces_ev_per_angstrom": [[0.0, 0.1, -0.1], [0.0, -0.1, 0.0], [0.0, 0.0, 0.1], [0.0, 0.1, 0.1], [0.0, 0.0, 0.1], [0.0, 0.0, 0.0], [0.0, 0.0, 0.0], [0.0, 0.0, -0.1], [0.0, 0.0, -0.1], [0.0, 0.0, 0.0], [0.0, 0.0, 0.0], [0.0, 0.0, 0.0], [0.0, 0.0, 0.0], [0.0, 0.0, 0.0], [0.0, 0.0, 0.0], [0.0, 0.0, 0.0], [0.0, 0.0, 0.0], [0.0, 0.0, 0.0], [0.0, 0.0, 0.0], [0.0, 0.0, 0.0], [0.0, 0.0, 0.0], [0.0, 0.0, 0.0], [0.0, 0.0, 0.0], [0.0, 0.0, 0.0], [0.0, 0.0, 0.0], [0.0, 0.0, 0.0], [0.0, 0.0, 0.0], [0.0, 0.0, 0.0], [0.0, 0.0, 0.0], [0.0, 0.0, 0.0], [0.0, 0.0, 0.0], [0.0, 0.0, 0.0], [0.0, 0.0, 0.0], [0.0, 0.0, 0.0], [0.0, 0.0, 0.0], [0.0, 0.0, 0.0], [0.0, 0.0, 0.0], [0.0, 0.0, 0.0], [0.0, 0.0, 0.0], [0.0, 0.0, 0.0], [0.0, 0.0, 0.0], [0.0, 0.0, 0.0], [0.0, 0.0, 0.0], [0.0, 0.0, 0.0], [0.0, 0.0, 0.0]]}

=====

| no. | LUMO level (eV) |
| --- | --- |
| 1 | -3.298 |
| 2 | -0.372 |
| 3 | 2.605 |
| 4 | -2.729 |